(1)
Formula: C27H42BN9O8SSe3TeY
Source: OMol25
Level of theory: wB97M-V/def2-TZVPD

Structure (XYZ):
```
93
Properties=species:S:1:pos:R:3:lowdin_charge:R:1
Y 1.29 1.33 -0.25 1.06
Se 3.99 1.29 0.87 0.02
Se 3.24 3.51 1.05 -0.19
Te 2.99 4.58 -1.26 0.31
Se 0.66 3.83 -1.92 -0.10
C -2.75 3.12 -0.53 -0.17
C -4.24 3.50 -0.33 -0.16
N -5.08 2.30 -0.31 -0.17
C -4.60 1.43 0.77 -0.16
C -3.12 1.04 0.55 -0.15
N -2.61 1.67 -0.67 -0.13
C -3.42 1.23 -1.81 -0.15
C -4.91 1.60 -1.58 -0.16
H -2.14 3.44 0.31 0.09
H -2.34 3.60 -1.43 0.08
H -4.60 4.15 -1.14 0.11
H -4.39 4.04 0.61 0.11
H -5.25 0.55 0.81 0.11
H -4.74 1.97 1.72 0.11
H -3.01 -0.04 0.45 0.10
H -2.48 1.34 1.38 0.10
H -3.30 0.15 -1.92 0.10
H -3.02 1.70 -2.71 0.12
H -5.53 0.70 -1.56 0.11
H -5.29 2.24 -2.38 0.11
O 4.03 -1.98 -5.73 -0.04
C 4.89 -2.70 -4.87 -0.24
N 4.32 -2.83 -3.56 0.10
C 4.25 -3.99 -2.86 -0.46
O 4.70 -5.06 -3.24 0.05
C 3.55 -3.77 -1.55 -0.13
C 4.25 -3.73 -0.36 -0.01
C 3.59 -3.30 0.78 -0.05
C 2.25 -2.94 0.67 -0.14
N 1.55 -3.04 -0.45 0.09
C 2.20 -3.45 -1.54 -0.09
H 3.86 -1.12 -5.32 0.06
H 5.87 -2.20 -4.81 0.13
H 5.02 -3.70 -5.28 0.12
H 4.02 -1.97 -3.10 0.08
H 5.30 -3.98 -0.33 0.12
H 4.10 -3.19 1.72 0.10
H 1.73 -2.51 1.52 0.09
H 1.63 -3.48 -2.46 0.13
N 0.88 1.32 -4.16 0.09
C 0.08 0.41 -3.58 -0.68
N 0.07 0.09 -2.31 0.06
C -0.84 -0.95 -2.10 -0.32
C -1.12 -1.54 -0.87 -0.04
C -2.07 -2.54 -0.80 -0.08
C -2.75 -2.98 -1.94 -0.10
C -2.48 -2.41 -3.17 -0.11
C -1.52 -1.41 -3.23 -0.50
S -1.00 -0.50 -4.62 1.08
H 1.36 1.98 -3.56 -0.02
H 0.65 1.62 -5.09 0.09
H -0.60 -1.22 0.02 0.06
H -2.28 -3.00 0.16 0.10
H -3.49 -3.76 -1.86 0.10
H -3.00 -2.74 -4.07 0.10
N 0.29 4.01 3.17 0.18
C 0.10 3.90 1.81 -0.72
N -0.11 5.03 1.12 0.16
O 0.06 2.77 1.31 -0.17
H 0.64 4.88 3.53 0.10
H 0.71 3.18 3.56 0.08
H 0.16 5.91 1.53 0.11
H 0.00 4.93 0.10 -0.04
C -0.70 -2.41 3.63 -0.01
C -0.70 -0.88 3.52 -0.47
C -2.01 -0.35 4.08 -0.02
O -0.66 -0.56 2.12 -0.01
B 0.51 0.13 1.76 -0.62
O 1.27 0.29 2.92 -0.01
C 0.59 -0.19 4.09 -0.47
C 1.54 -1.12 4.83 -0.01
C 0.30 1.03 4.97 -0.02
H -1.57 -2.79 3.09 0.09
H -0.76 -2.74 4.67 0.09
H 0.19 -2.85 3.18 0.07
H -2.84 -0.89 3.60 0.09
H -2.13 0.71 3.86 0.08
H -2.08 -0.50 5.16 0.09
H 1.87 -1.94 4.20 0.08
H 1.09 -1.53 5.73 0.09
H 2.43 -0.55 5.11 0.09
H -0.35 1.73 4.46 0.07
H 1.25 1.52 5.18 0.09
H -0.16 0.75 5.92 0.09
O 3.89 -0.22 -3.17 0.01
N 3.19 0.20 -2.25 -0.54
O 2.77 -0.56 -1.35 -0.11
O 2.86 1.41 -2.18 -0.26
```

ΔE to the lowest compared entry with this formula, charge and spin   137.8 kJ/mol
Largest force on an atom   1.5 eV/Å
Lowest unoccupied orbital energy   2.06 eV
Net charge   -1
DFT total energy   -274366.4474 eV



(2)
Formula: C27H42BiCl3N4O3SSi
Source: OMol25
Level of theory: wB97M-V/def2-TZVPD

Structure (XYZ):
```
82
Properties=species:S:1:pos:R:3:lowdin_charge:R:1
C -1.21 -2.53 -5.33 -0.05
C -1.06 -3.09 -3.95 -0.21
H -1.45 -3.31 -6.06 0.07
H -0.31 -2.03 -5.71 0.09
H -2.02 -1.81 -5.35 0.06
C -0.89 -4.45 -3.81 -0.12
C -0.62 -5.43 -4.92 -0.10
H -1.09 -4.96 -2.85 0.10
H 0.17 -5.11 -5.61 0.08
H -1.54 -5.63 -5.48 0.08
H -0.27 -6.36 -4.45 0.07
Bi 0.22 2.49 0.82 1.18
Cl -2.15 3.44 0.59 -0.02
Cl 1.27 4.41 -0.46 -0.13
H 1.41 6.49 3.60 0.10
H -1.67 7.68 2.58 0.09
C 1.22 6.53 2.52 -0.05
C -1.13 7.23 1.73 -0.02
N -0.17 6.22 2.20 -0.17
H 1.89 5.78 2.07 0.06
C -0.61 5.03 2.60 -0.43
O 0.18 4.06 2.86 -0.25
H -1.88 6.73 1.11 0.08
H -1.70 4.92 2.66 0.09
H 1.47 7.52 2.15 0.09
H -0.63 8.00 1.14 0.09
H 1.83 -0.91 -3.49 0.06
H 2.20 -3.27 -2.18 0.07
C 2.92 -0.96 -3.33 -0.06
C 3.16 -2.88 -1.81 -0.05
N 3.17 -1.43 -1.98 -0.16
H 3.41 -0.02 -3.54 0.09
C 3.20 -0.60 -0.91 -0.34
O 3.05 0.63 -0.89 -0.04
H 3.32 -3.16 -0.75 0.10
H 3.45 -1.12 0.04 0.12
H 3.24 -1.72 -4.03 0.09
H 3.95 -3.28 -2.46 0.09
O -0.22 -0.92 -2.95 -0.31
C -1.10 -2.11 -2.78 -0.23
C -0.08 -3.83 -1.17 -0.12
C -0.99 -2.81 -1.38 -0.15
H 0.51 -4.16 -2.02 0.08
C 0.02 -4.55 0.02 -0.08
H -2.14 -1.73 -2.79 0.14
C -1.84 -2.48 -0.28 -0.06
H 0.79 -5.28 0.15 0.10
C -0.95 -4.34 1.00 -0.11
C -1.83 -3.26 0.88 -0.11
H -2.50 -1.63 -0.32 0.09
H -1.03 -5.00 1.85 0.10
H -2.53 -3.01 1.70 0.12
Si -0.34 0.86 -3.12 0.37
Cl -0.92 0.71 -0.61 0.21
C 1.44 1.47 -3.23 -0.18
C -1.07 2.71 -2.71 -0.31
C -1.44 0.56 -4.60 -0.17
H 2.02 1.33 -2.31 0.00
H 1.59 2.52 -3.48 0.04
H 1.98 0.92 -4.02 0.01
H -0.80 0.10 -5.35 0.02
H -2.02 1.37 -5.05 0.04
H -2.14 -0.20 -4.29 0.01
H -2.04 2.68 -2.21 -0.03
H -1.17 3.32 -3.62 0.03
H -0.45 3.32 -2.04 -0.09
N 1.03 -1.24 0.93 0.11
C 0.31 -0.90 2.00 -0.67
N -0.35 0.24 2.16 -0.10
C -1.07 0.26 3.34 -0.31
C -1.90 1.30 3.78 -0.03
C -2.41 1.25 5.07 -0.09
C -2.12 0.14 5.90 -0.08
C -1.34 -0.93 5.41 -0.10
C -0.80 -0.86 4.14 -0.50
S 0.27 -1.98 3.40 1.10
H 1.39 -2.20 0.86 0.10
H 0.83 -0.73 0.07 0.02
H -2.10 2.13 3.08 0.07
H -3.07 2.04 5.48 0.11
H -2.51 0.11 6.93 0.11
H -1.16 -1.80 6.01 0.10
```

ΔE to the lowest compared entry with this formula, charge and spin   371.4 kJ/mol
Largest force on an atom   2.1 eV/Å
Lowest unoccupied orbital energy   -0.17 eV
Net charge   0
DFT total energy   -102905.2604 eV



(3)
Formula: C27H42BrN6O2Se2Tl
Source: OMol25
Level of theory: wB97M-V/def2-TZVPD

Structure (XYZ):
```
81
Properties=species:S:1:pos:R:3:lowdin_charge:R:1
Tl 1.00 -0.10 0.60 0.89
C 2.15 0.16 5.51 -0.41
Se 1.09 0.95 4.08 0.90
C 2.52 2.03 3.31 -0.58
C 3.69 1.21 2.77 -0.60
Se 4.39 2.05 1.15 0.88
C 5.65 0.63 0.72 -0.42
H 2.70 0.94 6.03 0.02
H 2.83 -0.60 5.13 0.02
H 1.45 -0.31 6.21 0.01
H 2.85 2.72 4.09 0.07
H 2.02 2.60 2.53 0.02
H 3.39 0.20 2.51 0.01
H 4.51 1.16 3.49 0.07
H 5.13 -0.32 0.70 0.02
H 6.45 0.60 1.46 0.02
H 6.06 0.84 -0.26 0.01
C 2.14 -1.78 -3.44 -0.04
N 1.87 -0.37 -3.61 -0.16
C 2.16 0.16 -4.93 -0.06
C 1.08 0.31 -2.71 -0.42
N 0.19 -0.24 -1.94 0.07
C -0.50 -1.39 -2.36 -0.25
C -0.96 -1.52 -3.67 -0.04
C -1.66 -2.64 -4.10 -0.10
C -1.92 -3.66 -3.19 -0.10
C -1.52 -3.51 -1.87 -0.04
C -0.86 -2.37 -1.42 -0.25
N -0.48 -2.24 -0.07 0.07
C -1.36 -2.49 0.84 -0.41
N -2.72 -2.42 0.67 -0.14
C -3.65 -3.28 1.36 -0.06
C -3.30 -1.53 -0.32 -0.04
N -0.96 -2.84 2.12 -0.15
C -1.53 -2.11 3.25 -0.04
C 0.42 -3.24 2.32 -0.07
N 1.33 1.65 -2.62 -0.14
C 2.69 2.16 -2.61 -0.05
C 0.37 2.52 -1.95 -0.04
H 1.48 -2.41 -4.04 0.09
H 2.03 -2.06 -2.40 0.10
H 3.17 -1.97 -3.75 0.09
H 1.60 -0.40 -5.69 0.09
H 3.22 0.07 -5.16 0.09
H 1.87 1.20 -4.99 0.09
H -0.76 -0.71 -4.36 0.12
H -1.99 -2.71 -5.12 0.10
H -2.45 -4.55 -3.50 0.10
H -1.74 -4.30 -1.15 0.12
H -3.11 -3.96 2.02 0.09
H -4.22 -3.87 0.63 0.09
H -4.36 -2.70 1.95 0.09
H -2.59 -0.74 -0.57 0.08
H -4.18 -1.06 0.13 0.09
H -3.61 -2.06 -1.23 0.09
H -2.54 -1.80 3.03 0.08
H -0.93 -1.22 3.47 0.05
H -1.54 -2.76 4.13 0.09
H 0.80 -3.73 1.43 0.09
H 0.47 -3.93 3.17 0.09
H 1.07 -2.38 2.55 0.05
H 3.37 1.42 -3.02 0.08
H 3.00 2.39 -1.59 0.05
H 2.76 3.07 -3.21 0.09
H -0.62 2.05 -1.95 0.09
H 0.32 3.47 -2.48 0.09
H 0.65 2.72 -0.91 0.08
Br -5.60 6.00 0.48 0.72
C -4.21 4.73 0.71 -0.69
C -4.42 3.42 0.33 -0.12
C -3.40 2.50 0.50 -0.01
C -2.18 2.88 1.04 -0.12
C -1.99 4.21 1.41 -0.01
C -3.00 5.14 1.26 -0.12
C -1.05 1.88 1.18 -0.67
O 0.09 2.31 1.46 -0.17
O -1.33 0.67 0.96 -0.14
H -5.37 3.12 -0.10 0.10
H -3.53 1.46 0.22 0.10
H -1.03 4.50 1.83 0.12
H -2.86 6.17 1.55 0.10
```

Largest force on an atom   0.4 eV/Å
Lowest unoccupied orbital energy   0.31 eV
Net charge   0
DFT total energy   -247145.7535 eV



(4)
Formula: C27H42Cl5GeIrN2OSSi3
Source: OMol25
Level of theory: wB97M-V/def2-TZVPD

Structure (XYZ):
```
83
Properties=species:S:1:pos:R:3:lowdin_charge:R:1
Ir 0.23 0.42 0.19 0.93
C 3.59 -3.73 3.65 -0.06
C 2.55 -2.74 4.13 -0.19
N 1.42 -2.63 3.18 -0.11
C 0.27 -3.49 3.48 -0.23
C -0.75 -2.80 4.38 -0.06
C 1.50 -1.82 2.14 -0.62
S 0.11 -1.75 1.06 0.64
N 2.67 -1.18 1.98 0.12
C 2.99 -0.37 1.00 -0.41
O 2.25 0.01 0.03 -0.24
C 4.39 0.14 0.98 -0.14
C 4.76 1.12 0.07 -0.02
C 6.06 1.60 0.07 -0.06
C 6.99 1.10 0.97 -0.06
C 6.62 0.12 1.88 -0.06
C 5.33 -0.36 1.89 -0.02
H 4.37 -3.84 4.40 0.08
H 4.05 -3.38 2.73 0.07
H 3.16 -4.71 3.47 0.08
H 2.97 -1.75 4.27 0.12
H 2.11 -3.06 5.07 0.12
H 0.68 -4.38 3.96 0.12
H -0.19 -3.82 2.55 0.08
H -0.31 -2.52 5.33 0.08
H -1.59 -3.47 4.57 0.09
H -1.13 -1.90 3.89 0.02
H 4.03 1.50 -0.63 0.09
H 6.35 2.37 -0.64 0.11
H 8.00 1.48 0.96 0.11
H 7.35 -0.27 2.58 0.11
H 5.02 -1.12 2.60 0.10
Cl 1.44 3.15 -0.60 0.69
C 0.44 3.28 0.83 -0.71
C -0.09 2.10 1.36 -0.40
C -0.86 2.22 2.52 -0.72
Cl -1.55 0.80 3.22 0.69
C -1.11 3.45 3.11 -0.71
Cl -2.06 3.56 4.53 0.71
C -0.58 4.61 2.54 -0.69
Cl -0.88 6.14 3.25 0.73
C 0.21 4.53 1.38 -0.71
Cl 0.86 5.94 0.67 0.72
C -4.28 1.97 -2.98 -0.20
Si -3.03 2.15 -1.60 0.34
C -2.11 3.76 -1.88 -0.20
C -3.90 2.12 0.06 -0.20
Ge -1.38 0.36 -1.68 0.56
Si -0.51 -0.09 -3.91 0.34
C 0.23 1.60 -4.23 -0.21
C -1.80 -0.52 -5.18 -0.20
C 0.82 -1.40 -3.81 -0.20
Si -2.93 -1.72 -1.53 0.45
C -1.80 -3.15 -1.91 -0.21
C -4.39 -1.65 -2.66 -0.18
C -3.47 -1.56 0.25 -0.20
H -4.96 2.83 -2.90 0.05
H -4.88 1.07 -2.94 0.00
H -3.81 2.03 -3.97 0.03
H -2.72 4.58 -1.48 0.05
H -1.97 3.94 -2.94 0.03
H -1.14 3.81 -1.40 -0.02
H -4.28 3.12 0.30 0.04
H -3.24 1.82 0.88 0.00
H -4.75 1.44 0.04 0.03
H -0.53 2.36 -4.37 0.03
H 0.83 1.55 -5.14 0.05
H 0.89 1.92 -3.42 0.01
H -2.61 0.20 -5.23 0.03
H -2.22 -1.51 -5.02 0.02
H -1.31 -0.54 -6.16 0.04
H 1.49 -1.22 -2.97 0.03
H 1.42 -1.39 -4.73 0.04
H 0.40 -2.40 -3.70 0.02
H -1.77 -3.32 -2.99 0.03
H -2.23 -4.05 -1.44 0.05
H -0.79 -3.03 -1.54 0.01
H -4.14 -1.56 -3.72 0.03
H -5.09 -0.85 -2.40 0.02
H -4.92 -2.60 -2.53 0.05
H -2.70 -1.21 0.93 -0.02
H -3.79 -2.55 0.58 0.05
H -4.33 -0.88 0.32 0.03
```

ΔE to the lowest compared entry with this formula, charge and spin   0.0 kJ/mol
Spin multiplicity   6
Largest force on an atom   0.4 eV/Å
Lowest unoccupied orbital energy (alpha / beta)   -2.59 / -5.52 eV
Net charge   +1
DFT total energy   -190138.1597 eV



(5)
Formula: C27H42ClINOP2ReSi2Te
Source: OMol25
Level of theory: wB97M-V/def2-TZVPD

Structure (XYZ):
```
79
Properties=species:S:1:pos:R:3:lowdin_charge:R:1
Re 0.27 0.64 0.10 0.91
Cl 5.70 -2.23 -3.10 0.84
C 4.43 -1.22 -2.59 -0.57
C 4.18 -0.05 -3.26 -0.12
C 3.13 0.81 -2.87 -0.63
I 2.79 2.56 -3.90 1.10
C 2.35 0.45 -1.80 -0.38
O 1.30 1.18 -1.33 -0.31
C 2.57 -0.75 -1.11 -0.19
N 1.70 -1.01 -0.09 -0.03
C 1.87 -2.15 0.59 -0.10
C 2.88 -3.06 0.29 0.01
C 3.76 -2.80 -0.75 0.05
C 3.61 -1.62 -1.48 -0.15
H 4.81 0.23 -4.10 0.12
H 1.18 -2.34 1.40 0.12
H 2.97 -3.96 0.88 0.13
H 4.54 -3.50 -0.99 0.12
C 2.91 2.38 1.22 -0.19
P 1.38 1.72 1.95 0.82
C 1.94 0.78 3.39 -0.20
C 0.39 3.12 2.51 -0.37
C 0.67 3.76 3.71 -0.05
C -0.05 4.88 4.08 -0.01
C -1.05 5.38 3.24 -0.01
C -1.33 4.74 2.04 -0.05
C -0.62 3.61 1.66 -0.37
P -0.95 2.76 0.09 0.77
C -2.75 2.77 -0.10 -0.23
C -0.34 3.83 -1.24 -0.21
H 3.45 2.95 1.98 0.08
H 2.68 3.03 0.38 0.06
H 3.55 1.56 0.88 0.06
H 2.64 1.38 3.96 0.07
H 2.45 -0.12 3.06 0.06
H 1.11 0.51 4.04 0.06
H 1.45 3.39 4.37 0.12
H 0.16 5.38 5.02 0.13
H -1.61 6.26 3.53 0.13
H -2.11 5.14 1.41 0.12
H -3.12 3.80 -0.13 0.07
H -3.23 2.26 0.73 0.05
H -3.03 2.29 -1.04 0.04
H -0.82 4.81 -1.16 0.07
H -0.59 3.39 -2.20 0.06
H 0.74 3.95 -1.17 0.04
C -0.24 -4.80 -3.36 -0.16
Si -0.83 -3.04 -3.32 0.41
C -2.39 -2.75 -4.28 -0.17
C 0.51 -1.84 -3.82 -0.16
C -1.23 -2.65 -1.47 -0.51
Te -1.80 -0.61 -1.24 1.42
C -3.33 -0.88 0.21 -0.50
Si -2.76 -1.32 1.97 0.46
C -2.27 -3.10 2.11 -0.15
C -1.17 -0.26 2.12 -0.25
C -4.02 -0.77 3.21 -0.15
H 0.01 -5.09 -4.38 0.05
H -1.01 -5.49 -3.02 0.05
H 0.65 -4.95 -2.75 0.04
H -2.23 -2.99 -5.33 0.05
H -2.73 -1.71 -4.24 0.03
H -3.21 -3.39 -3.93 0.05
H 0.74 -1.96 -4.89 0.06
H 1.44 -2.03 -3.28 0.02
H 0.23 -0.79 -3.69 0.02
H -0.38 -2.86 -0.81 -0.01
H -2.09 -3.22 -1.12 0.03
H -3.95 -1.67 -0.22 0.04
H -3.92 0.03 0.20 0.01
H -1.89 -3.32 3.11 0.06
H -1.49 -3.39 1.38 0.02
H -3.12 -3.76 1.94 0.06
H -0.50 -0.78 1.39 -0.04
H -0.69 -0.28 3.09 0.05
H -1.43 0.78 1.88 0.01
H -4.95 -1.31 3.06 0.06
H -4.24 0.30 3.13 0.04
H -3.69 -0.97 4.23 0.06
```

ΔE to the lowest compared entry with this formula, charge and spin   0.0 kJ/mol
Spin multiplicity   2
Largest force on an atom   0.1 eV/Å
Lowest unoccupied orbital energy (alpha / beta)   -10.83 / -10.37 eV
Net charge   +3
DFT total energy   -96576.2498 eV